C5H8N2 | ωB97M-V with the def2-TZVPD basis set

The calculation puts the largest force on an atom at 0.71 eV/Å. The calculation puts the LUMO energy at 0.78 eV. Its HOMO energy is -7.295 eV. Its SMILES is CC1=C=C(N)CN1. As for the total charge: 0. The frontier orbital gap is 8.08 eV.

Positions of all 15 atoms, in Å:
C 0.48 2.37 -0.32
C 0.22 0.90 -0.15
C 0.88 -0.15 -0.82
C 0.28 -1.24 -0.22
N 0.50 -2.58 -0.47
C -0.93 -0.88 0.61
N -0.75 0.53 0.74
H 0.84 2.83 0.61
H 1.23 2.51 -1.09
H -0.44 2.90 -0.61
H 0.65 -3.15 0.35
H 1.23 -2.69 -1.16
H -1.63 -1.10 -0.21
H -1.25 -1.41 1.51
H -1.35 1.13 1.27

Atom charges from the natural (NBO) analysis, given in e for atoms 1 to 4: -0.67 0.29 -0.49 0.23